No. 1
Here is a single C7H12Si molecule in a non-equilibrium geometry from OMol25. Energies are from ωB97M-V/def2-TZVPD.

Last column: Löwdin charge in e.
Element x y z (Å)
1 C -0.3261 2.4062 0.2094  -0.18
2 C 0.8491 1.7459 -0.3839  -0.07
3 C -1.2235 1.6632 0.8499  0.06
4 C 0.9044 0.3781 -0.3792  -0.34
5 C -0.2441 -0.3413 0.2713  -0.35
6 C 2.0656 -0.4300 -0.8637  -0.05
7 C 0.1696 -1.0924 1.5488  -0.10
8 Si -1.8572 -0.6200 -0.7767  0.62
9 H -0.3143 3.4657 0.2592  0.08
10 H 1.5819 2.4701 -0.5853  0.08
11 H -2.2174 1.7575 1.1626  0.03
12 H 2.9453 0.2220 -1.1051  0.10
13 H 1.7613 -0.8457 -1.7676  0.06
14 H 2.3426 -1.2063 -0.1738  0.07
15 H 0.0539 -2.1683 1.3280  0.08
16 H -0.5843 -0.9875 2.2982  0.06
17 H 1.1570 -0.6920 1.8420  0.09
18 H -3.0695 -0.4359 0.0724  -0.08
19 H -2.0709 -1.8948 -1.6187  -0.09
20 H -2.1171 0.4621 -1.7013  -0.08

Forces on atoms 1 to 3 (eV/Å):
0.0 -1.7 0.9
-1.4 -1.1 1.0
2.8 -2.9 -2.1

Kohn-Sham gap (alpha / beta): 9.01 / 9.01 eV
electronic energy: -563.2403 a.u.
multiplicity: 1
ΔE to the lowest compared entry with this formula, charge and spin: 381.7 kJ/mol

No. 2
Here is 2 unconnected molecules or ions with the total composition C7H12Si in a non-equilibrium geometry from OMol25. Energies are from ωB97M-V/def2-TZVPD.

Last column: Löwdin charge in e.
Element x y z (Å)
1 Si 1.0796 2.1916 -0.0433  0.68
2 C -0.3034 0.9999 0.2530  -0.43
3 C -1.1218 0.5124 1.1965  -0.19
4 C -2.2128 -0.2034 0.7307  -0.14
5 C -2.1196 -0.3264 -0.6028  -0.08
6 C -0.8074 0.3705 -1.0227  -0.24
7 H 1.8790 3.1448 0.5578  -0.13
8 H 0.4609 3.1115 -1.0908  -0.05
9 H 2.0125 1.2692 -0.7021  -0.07
10 H -1.0442 0.7278 2.3035  0.13
11 H -3.0872 -0.5824 1.3276  0.12
12 H -2.8096 -0.7994 -1.3623  0.12
13 H -0.2121 -0.4725 -1.5588  0.15
14 H -0.9599 1.2431 -1.7059  0.11
15 C 2.1715 -1.7131 -0.0112  -0.04
16 C 0.9593 -1.8454 0.5981  -0.08
17 H 2.9199 -1.0795 0.2142  0.00
18 H 2.2131 -2.2875 -0.9314  0.05
19 H 0.3690 -2.6776 0.2494  0.05
20 H 0.6133 -1.5837 1.6005  0.05

Forces on atoms 1 to 3 (eV/Å):
-1.2 -1.0 -2.8
0.0 -1.0 0.3
1.6 2.5 3.9

Kohn-Sham gap: 9.27 eV
electronic energy: -563.2597 a.u.
multiplicity: 1
ΔE to the lowest compared entry with this formula, charge and spin: 330.6 kJ/mol
SMILES: [SiH3]C1=CC=CC1.C=C

No. 3
Here is a molecular structure, C7H13AlF6NO12S4 in a non-equilibrium geometry from OMol25. Energies are from ωB97M-V/def2-TZVPD.

Last column: Löwdin charge in e.
Element x y z (Å)
1 Al -26.4532 -28.9041 -4.6957  1.29
2 C -23.7966 -29.4542 -0.5145  -0.67
3 F -25.0564 -29.8683 -0.5589  0.16
4 F -23.7842 -28.2540 0.0542  0.17
5 F -23.0635 -30.2584 0.1983  0.21
6 S -23.1371 -29.3672 -2.3100  0.69
7 O -21.7588 -28.9856 -2.2103  -0.21
8 O -23.3147 -30.6324 -2.9905  -0.27
9 N -24.1934 -28.2156 -3.1042  -0.29
10 S -23.7135 -26.7057 -2.8997  0.59
11 O -24.9274 -25.9161 -2.7979  -0.21
12 O -22.7280 -26.4234 -1.9007  -0.17
13 C -22.9274 -26.3617 -4.6014  -0.66
14 F -21.6417 -26.6459 -4.5792  0.19
15 F -23.5337 -27.1248 -5.4992  0.13
16 F -23.0213 -25.0708 -4.8543  0.16
17 O -26.2265 -26.5653 -6.1307  -0.13
18 H -26.5160 -25.6482 -6.2538  -0.04
19 O -28.5256 -26.8580 -3.9327  -0.38
20 S -28.9294 -25.4755 -3.7341  0.62
21 O -30.2564 -25.0379 -4.0199  -0.24
22 O -28.5453 -25.0673 -2.2438  -0.25
23 C -29.1125 -23.8332 -1.7280  -0.25
24 C -30.2329 -24.1154 -0.7199  -0.05
25 C -27.8280 -24.3155 -4.6005  -0.10
26 H -29.5095 -23.1749 -2.5022  0.11
27 H -28.2777 -23.2692 -1.3147  0.13
28 H -31.1484 -24.3981 -1.2422  0.08
29 H -30.4362 -23.2927 -0.0413  0.09
30 H -29.9835 -25.0414 -0.1988  0.08
31 H -27.6035 -23.4179 -4.0304  0.08
32 H -28.1016 -24.0406 -5.6160  0.08
33 H -26.9157 -24.9224 -4.5509  0.03
34 C -25.4368 -23.0754 -7.1257  -0.17
35 C -23.9744 -23.1493 -7.4804  -0.14
36 O -23.5028 -21.9553 -6.8428  -0.18
37 S -24.2458 -21.6858 -5.4014  0.67
38 O -24.4946 -20.2945 -5.1865  -0.20
39 O -23.5812 -22.3968 -4.3441  -0.23
40 O -25.5518 -22.5360 -5.8041  -0.21
41 H -25.9634 -24.0332 -7.1508  0.10
42 H -26.0787 -22.4626 -7.7611  0.14
43 H -23.7454 -23.1451 -8.5430  0.14
44 H -23.4587 -24.0155 -7.0633  0.12

Forces on atoms 1 to 3 (eV/Å):
0.6 2.2 0.4
-0.6 0.8 0.2
0.0 -0.3 -0.3

Kohn-Sham gap: 3.09 eV
electronic energy: -3665.8849 a.u.
multiplicity: 1
charge: +1

No. 4
Here is a gas-phase ion, C7H13BFN2O4 (charge +1) from OMol25. Energies are from ωB97M-V/def2-TZVPD.

Last column: Löwdin charge in e.
Element x y z (Å)
1 C -2.4673 1.5029 1.1566  0.03
2 C -1.6828 0.2761 0.8810  -0.15
3 C -0.3597 0.0820 0.6536  -0.10
4 C 0.6594 1.1580 0.6158  -0.10
5 C 0.7921 1.8198 -0.7769  -0.14
6 C 1.8543 1.2194 -1.6724  -0.28
7 O 2.1778 2.1752 -2.6535  -0.04
8 N -0.1653 -1.3121 0.4378  0.24
9 B 1.0971 -2.0799 0.1844  -0.62
10 O 2.2742 -1.4355 -0.0076  0.22
11 O 1.0216 -3.4399 0.0601  0.21
12 C -1.3675 -1.9167 0.5085  -0.26
13 O -1.6998 -3.1809 0.4021  0.20
14 N -2.2612 -0.9689 0.7700  0.07
15 F -3.5530 -1.2576 0.9041  0.17
16 H -1.8987 2.3724 0.8598  0.09
17 H -3.3545 1.4834 0.5294  0.10
18 H -2.7809 1.5536 2.1918  0.10
19 H 1.6268 0.8187 0.9643  0.11
20 H 0.3535 1.9360 1.3034  0.12
21 H -0.1768 1.7295 -1.2623  0.12
22 H 0.9881 2.8826 -0.6824  0.13
23 H 2.7128 0.8933 -1.0850  0.11
24 H 1.4607 0.3188 -2.1539  0.12
25 H 2.6985 1.7436 -3.3340  0.10
26 H 2.6358 -1.0024 0.7719  0.13
27 H 0.9948 -3.8546 0.9318  0.14
28 H -1.5800 -3.5166 -0.4982  0.17

Forces on atoms 1 to 3 (eV/Å):
-0.2 -0.4 -0.5
0.2 0.5 0.1
-0.5 -0.6 0.2

Kohn-Sham gap: 9.73 eV
electronic energy: -809.5204 a.u.
multiplicity: 1
ΔE to the lowest compared entry with this formula, charge and spin: 17.4 kJ/mol
charge: +1
SMILES: Cc1c(CCCO)n(B(O)O)c(O)[n+]1F

No. 5
Here is a molecular structure, C7H13BN4Zr in a non-equilibrium geometry from OMol25. Energies are from ωB97M-V/def2-TZVPD.

Last column: Löwdin charge in e.
Element x y z (Å)
1 Zr -0.3287 -0.5348 -1.0969  1.87
2 C -0.2302 -0.2028 -4.8058  -0.03
3 H 0.8622 -0.0671 -4.7927  0.04
4 H -0.4618 -1.2443 -5.0735  0.04
5 H -0.6580 0.4586 -5.5751  0.06
6 H -0.6613 0.0461 -3.8041  -0.08
7 H -1.0715 0.8668 -1.8718  -0.04
8 B -0.2995 1.4051 1.6970  -0.34
9 N 1.0999 0.9478 1.1024  -0.05
10 C 2.3145 0.9996 1.6626  0.04
11 C 3.2479 0.4738 0.7709  0.02
12 C 2.5652 0.1391 -0.3827  -0.06
13 N 1.2324 0.4483 -0.1782  -0.21
14 N -1.1788 0.0883 1.7857  -0.05
15 C -1.8091 -0.4338 2.8460  0.03
16 C -2.4816 -1.5934 2.4517  0.02
17 C -2.1972 -1.7777 1.1093  -0.07
18 N -1.4202 -0.7165 0.6893  -0.20
19 H -0.8250 2.2525 1.0316  0.08
20 H -0.0931 1.7844 2.8232  0.09
21 H 2.4533 1.3682 2.6673  0.16
22 H 4.3024 0.3520 0.9410  0.13
23 H 2.8952 -0.2736 -1.3156  0.12
24 H -1.7085 0.0147 3.8294  0.16
25 H -3.1072 -2.2170 3.0667  0.13
26 H -2.4413 -2.5843 0.4225  0.13

Forces on atoms 1 to 3 (eV/Å):
-0.2 0.7 0.7
0.4 -0.5 0.0
-0.4 0.0 0.0

Kohn-Sham gap: 7.09 eV
electronic energy: -564.7680 a.u.
multiplicity: 1
ΔE to the lowest compared entry with this formula, charge and spin: 0.0 kJ/mol
charge: +2

No. 6
Here is 2 unconnected molecules or ions with the total composition C7H13Br in a non-equilibrium geometry from OMol25. Energies are from ωB97M-V/def2-TZVPD.

Last column: Löwdin charge in e.
Element x y z (Å)
1 C 1.5901 -1.5078 0.1853  -0.02
2 C 0.6727 -0.5938 0.1231  -0.07
3 C 1.0920 1.4810 -0.6538  -0.06
4 C -1.3434 0.9467 -0.1626  -0.04
5 C 0.3120 1.1427 1.8168  -0.02
6 C -1.3149 -2.1813 -0.9930  -0.49
7 C 0.1367 0.7439 0.3033  -0.59
8 Br -0.3913 -3.7416 -1.6214  0.61
9 H 2.5732 -1.5063 0.5379  0.04
10 H 1.2572 -2.5084 -0.2990  -0.01
11 H 2.1501 1.2592 -0.7593  0.08
12 H 0.6002 1.0753 -1.6893  0.13
13 H 0.6710 2.5610 -0.6269  0.11
14 H -1.5995 0.3189 -1.0041  0.05
15 H -1.6548 1.9167 -0.4129  0.07
16 H -1.9401 0.5314 0.6303  0.08
17 H 1.2498 1.3959 2.1137  0.05
18 H -0.2667 0.5013 2.4369  0.08
19 H -0.1807 2.0985 1.9363  0.08
20 H -1.7103 -2.0339 -0.0261  -0.02
21 H -1.9034 -1.8994 -1.8351  -0.04

Forces on atoms 1 to 3 (eV/Å):
-2.2 -1.8 -1.5
-1.3 -2.0 -0.3
-4.1 1.4 -3.4

Kohn-Sham gap (alpha / beta): 8.94 / 7.55 eV
electronic energy: -2848.3027 a.u.
multiplicity: 1
ΔE to the lowest compared entry with this formula, charge and spin: 392.1 kJ/mol

No. 7
Here is 2 unconnected molecules or ions with the total composition C7H13BrOSi in a non-equilibrium geometry from OMol25. Energies are from ωB97M-V/def2-TZVPD.

Last column: Löwdin charge in e.
Element x y z (Å)
1 C 3.0064 -3.6926 0.4634  0.04
2 C 3.1499 -2.4093 0.1102  -0.19
3 C 2.1701 -1.3911 0.4660  -0.18
4 C 2.3366 -0.0894 0.3742  -0.59
5 C -1.3216 -0.3512 0.1144  -0.16
6 C -0.1000 1.8206 -1.4805  -0.19
7 C -1.1729 2.8844 1.2994  -0.16
8 O 0.8547 0.9588 1.1167  -0.33
9 Si -0.4636 1.3539 0.3490  0.32
10 Br 3.3768 1.1900 -0.2669  0.92
11 H 3.5428 -4.6220 0.3805  0.06
12 H 1.9059 -3.7894 0.7435  0.08
13 H 4.0764 -1.9076 -0.2345  0.10
14 H 1.3065 -1.6479 1.0898  0.12
15 H -0.5350 -1.0421 0.2030  -0.03
16 H -2.0658 -0.7044 0.8111  0.01
17 H -1.7537 -0.3464 -0.9764  0.06
18 H -0.5199 1.0830 -2.1967  0.02
19 H -0.6525 2.8631 -1.5232  0.05
20 H 0.9344 2.0675 -1.7025  -0.03
21 H -0.4667 3.3353 1.9997  0.02
22 H -1.5691 3.6376 0.5507  0.03
23 H -2.1171 2.5613 1.7427  0.01

Forces on atoms 1 to 3 (eV/Å):
-3.5 1.0 -0.1
2.1 0.5 0.2
-0.6 0.3 0.9

Kohn-Sham gap: 9.21 eV
electronic energy: -3213.1486 a.u.
multiplicity: 1
ΔE to the lowest compared entry with this formula, charge and spin: 103.5 kJ/mol

No. 8
Here is a molecular structure, C7H13Cl3GeN3O3Pt in a non-equilibrium geometry from OMol25. Energies are from ωB97M-V/def2-TZVPD.

Last column: Löwdin spin population.
Element x y z (Å)
1 Pt -10.0501 5.1324 -1.8608  0.07
2 C -11.3740 9.0046 -0.2434  0.02
3 C -10.7885 7.7025 -0.5785  0.17
4 N -10.9911 6.9266 -1.6714  0.44
5 O -12.1087 7.0897 -2.4550  0.12
6 C -9.7367 7.1241 0.2569  0.26
7 C -9.1022 7.5521 1.5421  0.03
8 N -9.2626 5.9992 -0.2221  0.31
9 O -8.4427 5.2770 0.3901  0.53
10 H -10.6130 9.7550 0.0092  0.01
11 H -11.9706 8.9676 0.7789  0.01
12 H -12.0255 9.3633 -1.0124  0.00
13 H -12.0264 6.3449 -3.1193  0.00
14 H -8.6369 6.7103 2.1296  0.00
15 H -9.7297 8.2755 2.1615  0.00
16 H -8.2140 8.1446 1.1645  0.02
17 N -11.2445 2.5635 -4.7939  0.00
18 C -10.5881 3.1435 -3.7561  0.00
19 O -10.9751 4.2750 -3.4116  0.00
20 C -9.4217 2.4882 -3.1030  0.00
21 C -9.2094 3.3032 -1.7391  0.01
22 H -12.0647 3.0116 -5.1755  0.00
23 H -10.7570 1.8164 -5.2966  0.00
24 H -8.5959 2.5240 -3.8504  0.00
25 H -9.8123 1.4292 -3.0112  0.00
26 H -8.2076 3.4566 -1.4682  0.00
27 H -9.8003 2.8993 -0.9054  0.00
28 Cl -14.0121 3.8560 -6.7653  0.18
29 Ge -14.7743 5.9996 -6.8169  0.47
30 Cl -17.0463 5.5820 -6.7565  0.16
31 Cl -14.4096 7.3698 -5.0856  0.19

Forces on atoms 1 to 3 (eV/Å):
0.2 1.5 1.4
-1.1 0.5 2.7
2.6 -0.8 2.5

Kohn-Sham gap (alpha / beta): 4.82 / 3.96 eV
electronic energy: -4241.1966 a.u.
multiplicity: 4
ΔE to the lowest compared entry with this formula, charge and spin: 72.5 kJ/mol

No. 9
Here is a gas-phase ion, C7H13IN2 (charge +2) in a non-equilibrium geometry from OMol25. Energies are from ωB97M-V/def2-TZVPD.

Last column: Löwdin charge in e.
Element x y z (Å)
1 C -3.0707 2.3364 0.1061  -0.09
2 N -1.7260 1.7827 0.0271  -0.18
3 C -0.7047 2.8010 -0.0883  0.00
4 C -1.6567 0.5030 -0.0975  -0.62
5 I -3.2785 -0.7932 -0.1117  1.21
6 C -0.2973 -0.3116 -0.1645  0.06
7 C 0.7335 -0.9780 -0.2711  -0.04
8 N 1.8059 -1.8466 -0.4046  -0.16
9 C 2.9708 -1.2948 0.4111  0.07
10 C 1.3527 -3.1861 0.0516  0.01
11 H -3.0823 3.4577 0.2723  0.14
12 H -3.7673 1.8348 0.9066  0.11
13 H -3.6431 2.2143 -0.7850  0.08
14 H -0.5559 3.6629 0.5234  0.11
15 H -0.6614 3.3441 -1.0805  0.15
16 H 0.3166 2.3252 -0.1969  0.11
17 H 2.0427 -2.0378 -1.4998  0.29
18 H 3.5576 -2.0938 0.7402  0.10
19 H 3.4559 -0.5367 -0.1559  0.11
20 H 2.5912 -0.6053 1.2138  0.14
21 H 2.0870 -3.8745 -0.3143  0.11
22 H 1.2464 -3.2798 1.1869  0.15
23 H 0.2838 -3.4238 -0.2688  0.14

Forces on atoms 1 to 3 (eV/Å):
-2.6 1.5 2.2
-1.3 0.5 -0.1
4.2 -0.5 -3.1

Kohn-Sham gap: 8.89 eV
electronic energy: -680.9272 a.u.
multiplicity: 1
ΔE to the lowest compared entry with this formula, charge and spin: 242.4 kJ/mol
charge: +2
SMILES: C[N+](C)=C(I)C#C[NH+](C)C

No. 10
Here is a molecular structure, C7H13MoN2O5S4Si from OMol25. Energies are from ωB97M-V/def2-TZVPD.

Last column: Löwdin charge in e.
Element x y z (Å)
1 Mo -0.4398 0.1114 0.4764  1.30
2 O 0.2238 1.3012 4.2249  0.22
3 C 0.3760 1.0304 3.0855  -0.46
4 O -0.5598 1.1626 2.1071  -0.25
5 C 1.6021 0.2599 2.5400  -0.48
6 O 2.6220 0.0919 3.1181  0.20
7 O 1.2910 -0.2733 1.3439  -0.31
8 S 1.0369 2.2032 -3.3402  0.73
9 C 0.5625 1.4462 -2.0205  -1.72
10 S 0.3164 -0.2698 -1.7697  0.50
11 S 0.2027 2.1509 -0.4534  0.65
12 C -4.4385 1.7247 0.7560  -0.14
13 Si -3.9254 0.0793 0.1031  0.42
14 C -4.4793 -1.3629 1.1157  -0.15
15 C -4.1530 -0.1427 -1.7149  -0.14
16 O -2.1891 0.0974 0.2865  -0.54
17 H -5.5259 1.8232 0.7089  0.05
18 H -4.0061 2.5356 0.1675  0.05
19 H -4.1359 1.8492 1.7968  0.05
20 H -5.5546 -1.5132 0.9909  0.05
21 H -4.2902 -1.1993 2.1780  0.05
22 H -3.9822 -2.2840 0.8051  0.03
23 H -5.2180 -0.2034 -1.9527  0.05
24 H -3.6828 -1.0622 -2.0686  0.04
25 H -3.7360 0.6979 -2.2721  0.05
26 N 2.0855 -2.9551 0.3477  0.18
27 C 0.9599 -2.8283 1.0112  -0.79
28 N 0.8727 -3.1222 2.2917  0.17
29 S -0.4931 -2.3352 0.1420  0.67
30 H 2.9579 -3.1751 0.8071  0.15
31 H 2.1234 -2.6610 -0.6160  0.11
32 H 1.6685 -3.4375 2.8281  0.15
33 H -0.0215 -3.0789 2.7517  0.12

Forces on atoms 1 to 3 (eV/Å):
0.9 0.3 -0.1
-0.1 0.3 -0.1
0.0 -0.3 -0.1

Kohn-Sham gap: 6.10 eV
electronic energy: -2710.6242 a.u.
multiplicity: 1
ΔE to the lowest compared entry with this formula, charge and spin: 0.0 kJ/mol
charge: +1